79
Properties=species:S:1:pos:R:3:lowdin_charge:R:1 method="wB97M-V/def2-TZVPD" homo_ev=0.20 lumo_energy_ev=1.86 gap_ev=1.658 total_charge=-2
N 5.02 -2.57 -0.85 0.35
H 5.38 -3.36 -0.34 0.14
H 5.77 -2.04 -1.29 0.14
H 4.35 -1.93 -0.44 0.15
H 4.46 -2.96 -1.59 0.15
N 0.86 1.34 0.62 0.35
H 1.47 1.28 1.41 0.14
H 1.23 0.91 -0.22 0.15
H 1.10 2.27 0.30 0.15
H -0.15 1.25 0.67 0.15
C -0.15 -0.85 -4.57 -0.06
C 0.87 -1.67 -3.91 -0.34
C 1.77 -2.57 -4.93 -0.36
O 2.74 -3.24 -4.53 -0.12
C 1.38 -2.66 -6.32 -0.05
C 0.28 -1.95 -6.76 -0.40
C -0.50 -1.04 -5.88 -0.36
O -1.46 -0.18 -6.26 -0.15
O -0.09 -2.20 -7.99 -0.13
O 1.10 -1.63 -2.66 -0.17
H -0.75 -0.19 -3.96 0.08
H 1.76 -3.43 -6.97 0.09
C 4.97 1.89 -2.94 -0.07
C 4.29 3.00 -3.34 -0.34
C 4.56 3.56 -4.69 -0.46
O 4.09 4.66 -5.15 -0.11
C 5.15 2.82 -5.64 -0.04
C 5.78 1.54 -5.28 -0.34
C 5.80 1.06 -3.77 -0.42
O 6.43 0.08 -3.47 -0.03
O 6.38 0.97 -6.19 -0.04
O 3.42 3.49 -2.44 -0.20
H 4.74 1.39 -2.01 0.06
H 5.24 3.12 -6.68 0.10
C -5.43 -4.24 1.36 -0.25
C -4.60 -4.58 2.59 -0.20
C -4.20 -3.21 3.28 -0.20
S -4.47 -1.87 2.04 0.72
O -3.21 -1.11 1.70 -0.38
O -5.71 -1.27 2.42 -0.34
C -4.80 -3.06 0.59 -0.16
H -6.41 -3.97 1.77 0.11
H -5.65 -5.11 0.75 0.11
H -3.71 -5.02 2.13 0.11
H -4.88 -5.38 3.28 0.11
H -3.19 -3.04 3.65 0.08
H -4.76 -2.96 4.18 0.09
H -3.82 -3.22 0.15 0.11
H -5.45 -2.54 -0.11 0.10
C -6.08 4.27 -1.01 -0.20
C -6.33 4.02 0.53 -0.20
C -5.03 4.16 1.36 -0.21
S -3.80 4.93 0.20 0.69
O -2.61 4.11 0.16 -0.34
O -3.78 6.33 0.49 -0.34
C -4.70 4.78 -1.37 -0.22
H -6.65 5.16 -1.26 0.11
H -6.35 3.40 -1.60 0.11
H -6.82 3.07 0.74 0.11
H -6.97 4.82 0.89 0.10
H -4.60 3.16 1.49 0.08
H -5.12 4.49 2.39 0.10
H -4.10 4.09 -1.97 0.11
H -4.55 5.75 -1.84 0.11
C 4.00 -0.53 6.84 -0.27
C 2.50 -0.67 6.93 -0.22
C 2.11 -1.70 5.84 -0.18
S 3.39 -1.39 4.44 0.72
O 3.16 -0.08 3.88 -0.34
O 3.66 -2.59 3.65 -0.36
C 4.75 -1.12 5.69 -0.22
H 4.36 -0.98 7.76 0.11
H 4.26 0.52 6.86 0.12
H 2.00 0.22 6.54 0.11
H 2.12 -0.79 7.95 0.12
H 1.12 -1.60 5.39 0.09
H 2.24 -2.73 6.17 0.09
H 5.59 -0.57 5.29 0.11
H 5.19 -2.10 5.85 0.10